No. 1
Below is an isolated molecule of C5H7NO, with properties calculated with wB97M-V/def2-TZVPD.

```
14
Properties=species:S:1:pos:R:3
O 1.725 1.658 -1.360
C 1.170 0.750 -0.834
C 1.581 -0.306 0.216
N 0.218 -0.686 0.210
C -1.032 -0.545 0.880
C -1.478 0.505 -0.113
C -0.224 0.141 -0.897
H 2.222 -1.110 -0.158
H 1.993 0.031 1.163
H -0.886 -0.298 1.926
H -1.516 -1.513 0.854
H -0.933 1.406 0.497
H -2.470 0.394 -0.572
H -0.371 -0.424 -1.812
```

The SMILES is O=C1CN2CC[C@@H]12. The calculation puts the total energy at -324.5696 Ha. As for the energy above the lowest of the compared OMol25 structures with the same formula, charge and spin: 406.50 kJ/mol. As for the molecular weight: 97.12 g mol⁻¹. The value obtained for the strongest force on any atom is 3.8 eV/A. Its gap between HOMO and LUMO is 8.98 eV. Its spin multiplicity is 1.

No. 2
Below is an isolated molecule of C5H7NO, with properties calculated with wB97M-V/def2-TZVPD.

```
14
Properties=species:S:1:pos:R:3
O 1.664 -1.043 1.456
C 2.166 -0.515 0.243
C 1.095 -0.351 -0.745
C -0.018 0.027 -1.037
C -0.937 0.805 -0.203
C -2.279 0.363 0.182
N -1.166 0.203 1.122
H 1.127 -0.366 1.896
H 2.577 0.491 0.400
H 2.958 -1.171 -0.099
H -0.658 1.856 -0.154
H -2.657 -0.524 -0.316
H -3.009 1.111 0.464
H -0.841 -0.765 1.102
```

The SMILES is OCC#C[C@H]1CN1. The calculation puts the total energy at -324.5540 Ha. As for the energy above the lowest of the compared OMol25 structures with the same formula, charge and spin: 447.46 kJ/mol. As for the molecular weight: 97.12 g mol⁻¹. The value obtained for the strongest force on any atom is 1.1 eV/A. Its gap between HOMO and LUMO is 9.89 eV. Its spin multiplicity is 1.

No. 3
Below is an isolated molecule of C5H7NO, with properties calculated with wB97M-V/def2-TZVPD.

```
14
Properties=species:S:1:pos:R:3
N 1.825 1.678 0.135
C 0.470 1.677 -0.026
O -0.324 2.211 -0.735
C -1.889 -0.814 -0.323
C -0.817 -1.089 0.401
C 0.574 -0.864 -0.103
C 0.904 0.440 0.608
H 2.183 1.811 -0.817
H -1.923 -0.704 -1.405
H -2.838 -0.854 0.175
H -0.945 -1.421 1.436
H 0.546 -0.732 -1.193
H 1.234 -1.698 0.156
H 1.000 0.357 1.692
```

The SMILES is C=CC[C@H]1NC1=O. The calculation puts the total energy at -324.6201 Ha. As for the energy above the lowest of the compared OMol25 structures with the same formula, charge and spin: 274.06 kJ/mol. As for the molecular weight: 97.12 g mol⁻¹. The value obtained for the strongest force on any atom is 0.9 eV/A. Its gap between HOMO and LUMO is 10.65 eV. Its spin multiplicity is 1.

No. 4
Below is an isolated molecule of C5H7NO, with properties calculated with wB97M-V/def2-TZVPD.

```
14
Properties=species:S:1:pos:R:3
O -2.713 0.014 -0.854
C -1.565 0.116 -1.054
C -0.577 -0.958 0.904
C 0.442 0.084 1.284
C 1.089 0.756 0.337
C 0.868 0.544 -1.146
N -0.461 0.105 -1.590
H -0.283 -1.923 1.319
H -1.518 -0.718 1.469
H 0.683 0.294 2.332
H 1.858 1.481 0.596
H 1.569 -0.213 -1.515
H 1.094 1.465 -1.687
H -0.486 -1.046 -0.396
```

The SMILES is C/C=C\CN=C=O. The calculation puts the total energy at -324.6218 Ha. As for the energy above the lowest of the compared OMol25 structures with the same formula, charge and spin: 269.53 kJ/mol. As for the molecular weight: 97.12 g mol⁻¹. The value obtained for the strongest force on any atom is 5.4 eV/A. Its gap between HOMO and LUMO is 10.31 eV. Its spin multiplicity is 1.

No. 5
Below is an isolated molecule of C5H7NO, with properties calculated with wB97M-V/def2-TZVPD.

```
14
Properties=species:S:1:pos:R:3
O -1.975 0.017 -1.356
C -1.739 0.734 -0.404
N -1.068 0.343 0.713
C -0.325 -0.904 0.745
C 0.738 -0.997 -0.371
C 1.573 0.206 -0.391
C 2.177 1.248 -0.376
H -2.065 1.790 -0.349
H -0.737 1.083 1.314
H -1.016 -1.748 0.666
H 0.144 -0.959 1.732
H 1.350 -1.895 -0.230
H 0.236 -1.091 -1.339
H 2.708 2.173 -0.353
```

The SMILES is C#CCCNC=O. The calculation puts the total energy at -324.6606 Ha. As for the energy above the lowest of the compared OMol25 structures with the same formula, charge and spin: 167.66 kJ/mol. As for the molecular weight: 97.12 g mol⁻¹. The value obtained for the strongest force on any atom is 0.5 eV/A. Its gap between HOMO and LUMO is 10.70 eV. Its spin multiplicity is 1.

No. 6
Below is a cluster of 2 separate species, C5H7NO in total, with properties calculated with wB97M-V/def2-TZVPD.

```
14
Properties=species:S:1:pos:R:3
O 3.275 -1.926 0.422
H 3.007 -1.367 -0.343
H 3.949 -1.389 0.897
N -1.455 1.805 0.513
C -0.144 1.439 0.567
C -2.302 0.929 0.018
C 0.425 0.283 -0.038
C -1.880 -0.181 -0.668
C -0.554 -0.525 -0.582
H 0.497 2.172 1.076
H -3.378 1.148 0.035
H 1.484 0.023 0.095
H -2.630 -0.876 -1.065
H -0.295 -1.535 -0.928
```

The SMILES is c1ccncc1.O. The calculation puts the total energy at -324.6942 Ha. As for the energy above the lowest of the compared OMol25 structures with the same formula, charge and spin: 79.53 kJ/mol. As for the molecular weight: 97.12 g mol⁻¹. The value obtained for the strongest force on any atom is 2.6 eV/A. Its gap between HOMO and LUMO is 10.39 eV. Its spin multiplicity is 1.

No. 7
Below is a structure of composition C5H7NO, with properties calculated with wB97M-V/def2-TZVPD.

```
14
Properties=species:S:1:pos:R:3
O 2.497 0.058 -0.936
C 1.443 0.160 -0.087
C 0.512 1.111 -0.227
C -0.886 0.858 0.273
C -1.423 -0.452 -0.399
C -0.887 -0.993 0.899
N -0.730 0.104 1.549
H 3.030 -0.696 -0.670
H 1.422 -0.576 0.712
H 0.723 1.954 -0.874
H -1.534 1.743 0.280
H -1.008 -0.739 -1.369
H -2.514 -0.544 -0.414
H -0.644 -1.991 1.266
```

The calculation puts the total energy at -324.6127 Ha. As for the energy above the lowest of the compared OMol25 structures with the same formula, charge and spin: 293.37 kJ/mol. As for the molecular weight: 97.12 g mol⁻¹. The value obtained for the strongest force on any atom is 0.6 eV/A. Its gap between HOMO and LUMO is 9.36 eV. Its spin multiplicity is 1.

No. 8
Below is a cluster of 2 separate species, C5H7NO in total, with properties calculated with wB97M-V/def2-TZVPD.

```
14
Properties=species:S:1:pos:R:3
C 0.065 -0.181 1.689
C -0.415 -0.085 0.284
C -1.327 -0.773 -0.405
C -1.384 -0.155 -1.766
N -0.586 0.830 -1.951
C 0.091 0.978 -0.683
O 0.910 1.822 -0.443
H -0.396 -1.022 2.213
H -0.173 0.743 2.227
H 1.154 -0.294 1.723
H 3.152 -0.119 0.128
H -1.934 -1.608 -0.075
H -2.053 -0.491 -2.556
H 2.897 0.356 -0.384
```

The SMILES is CC1=CC=NC1=O.[H][H]. The calculation puts the total energy at -324.6495 Ha. As for the energy above the lowest of the compared OMol25 structures with the same formula, charge and spin: 196.83 kJ/mol. As for the molecular weight: 97.12 g mol⁻¹. The value obtained for the strongest force on any atom is 0.6 eV/A. Its gap between HOMO and LUMO is 9.10 eV. Its spin multiplicity is 1.

No. 9
Below is an isolated molecule of C5H7NO, with properties calculated with wB97M-V/def2-TZVPD.

```
14
Properties=species:S:1:pos:R:3
C 1.026 -1.334 0.636
C -0.111 -0.746 -0.182
C -1.048 0.089 0.678
C -1.214 1.280 0.098
N -0.727 1.253 -1.246
C 0.403 0.419 -1.042
O 1.544 0.739 -1.261
H 0.684 -2.127 1.307
H 1.489 -0.546 1.239
H 1.794 -1.736 -0.026
H -0.580 -1.519 -0.817
H -1.323 -0.153 1.696
H -1.413 2.233 0.590
H -0.525 2.146 -1.670
```

The SMILES is C[C@H]1C=CNC1=O. The calculation puts the total energy at -324.6896 Ha. As for the energy above the lowest of the compared OMol25 structures with the same formula, charge and spin: 91.65 kJ/mol. As for the molecular weight: 97.12 g mol⁻¹. The value obtained for the strongest force on any atom is 1.0 eV/A. Its gap between HOMO and LUMO is 9.95 eV. Its spin multiplicity is 1.

No. 10
Below is an isolated molecule of C5H7NO, with properties calculated with wB97M-V/def2-TZVPD.

```
14
Properties=species:S:1:pos:R:3
C -1.106 -1.104 0.422
C -0.547 0.292 0.119
C 0.826 0.230 -0.573
C 1.973 0.316 0.407
O 1.845 0.467 1.597
C -1.497 1.066 -0.694
N -2.234 1.679 -1.342
H -2.056 -1.041 0.959
H -0.394 -1.658 1.042
H -1.274 -1.664 -0.504
H -0.413 0.829 1.065
H 0.937 -0.700 -1.147
H 0.959 1.043 -1.298
H 2.981 0.244 -0.052
```

The SMILES is C[C@H](C#N)CC=O. The calculation puts the total energy at -324.6973 Ha. As for the energy above the lowest of the compared OMol25 structures with the same formula, charge and spin: 71.39 kJ/mol. As for the molecular weight: 97.12 g mol⁻¹. The value obtained for the strongest force on any atom is 1.1 eV/A. Its gap between HOMO and LUMO is 11.27 eV. Its spin multiplicity is 1.

No. 11
Below is an isolated molecule of C5H7NO, with properties calculated with wB97M-V/def2-TZVPD.

```
14
Properties=species:S:1:pos:R:3
O 1.552 1.780 -1.068
C 1.110 0.718 -0.730
C 1.512 -0.394 0.248
N 0.201 -1.061 0.022
C -0.875 -0.541 0.917
C -1.330 0.509 -0.126
C -0.187 -0.035 -1.008
H 2.339 -0.982 -0.169
H 1.747 -0.125 1.286
H -0.503 -0.124 1.860
H -1.609 -1.318 1.152
H -1.186 1.551 0.173
H -2.340 0.394 -0.528
H -0.389 -0.366 -2.031
```

The SMILES is O=C1CN2CC[C@@H]12. The calculation puts the total energy at -324.6384 Ha. As for the energy above the lowest of the compared OMol25 structures with the same formula, charge and spin: 225.85 kJ/mol. As for the molecular weight: 97.12 g mol⁻¹. The value obtained for the strongest force on any atom is 0.6 eV/A. Its gap between HOMO and LUMO is 10.26 eV. Its spin multiplicity is 1.

No. 12
Below is an isolated molecule of C5H7NO, with properties calculated with wB97M-V/def2-TZVPD.

```
14
Properties=species:S:1:pos:R:3
C 0.019 -1.782 0.614
C -0.036 -0.311 0.275
C -1.031 0.667 0.620
N -0.967 1.849 -0.014
C 0.068 1.732 -0.941
O 0.432 2.580 -1.728
C 0.716 0.320 -0.852
H -0.256 -2.391 -0.266
H -0.672 -2.053 1.417
H 1.031 -2.095 0.889
H -1.788 0.421 1.370
H 0.053 0.744 1.275
H 1.797 0.349 -0.692
H 0.555 -0.205 -1.807
```

The calculation puts the total energy at -324.6174 Ha. As for the energy above the lowest of the compared OMol25 structures with the same formula, charge and spin: 281.05 kJ/mol. As for the molecular weight: 97.12 g mol⁻¹. The value obtained for the strongest force on any atom is 2.4 eV/A. Its gap between HOMO and LUMO is 9.01 eV. Its spin multiplicity is 1.

No. 13
Below is a structure of composition C5H7NO, with properties calculated with wB97M-V/def2-TZVPD.

```
14
Properties=species:S:1:pos:R:3
C -0.605 -0.882 0.800
C 1.047 0.598 -0.621
C -0.322 0.010 -0.766
C -0.476 0.505 1.169
C 0.536 1.264 0.623
O 0.436 -1.748 1.089
N -1.134 -0.160 -1.714
H 0.320 -2.548 0.566
H -1.603 -1.316 0.838
H -0.698 -0.153 -2.633
H 1.858 -0.122 -0.483
H 1.278 1.300 -1.426
H -1.243 0.921 1.806
H 0.606 2.331 0.750
```

The calculation puts the total energy at -324.5774 Ha. As for the energy above the lowest of the compared OMol25 structures with the same formula, charge and spin: 386.11 kJ/mol. As for the molecular weight: 97.12 g mol⁻¹. The value obtained for the strongest force on any atom is 5.2 eV/A. Its gap between HOMO and LUMO is 8.55 eV. Its spin multiplicity is 1.

No. 14
Below is a structure of composition C5H7NO, with properties calculated with wB97M-V/def2-TZVPD.

```
14
Properties=species:S:1:pos:R:3
C -0.774 0.339 -1.641
C -1.101 1.207 -0.137
C 0.031 -1.534 0.251
C 0.007 -0.278 -0.610
C 1.082 -0.503 0.185
N 1.747 0.217 1.175
O -0.939 1.728 -1.408
H -1.578 -0.170 -2.164
H 2.169 -0.376 1.876
H 2.429 0.871 0.815
H -0.483 1.648 0.649
H -2.112 0.934 0.150
H 0.190 -2.493 -0.241
H -0.668 -1.589 1.098
```

The calculation puts the total energy at -324.4772 Ha. As for the energy above the lowest of the compared OMol25 structures with the same formula, charge and spin: 649.10 kJ/mol. As for the molecular weight: 97.12 g mol⁻¹. The value obtained for the strongest force on any atom is 1.8 eV/A. Its gap between HOMO and LUMO is 7.39 eV. Its spin multiplicity is 1.

No. 15
Below is an isolated molecule of C5H7NO, with properties calculated with wB97M-V/def2-TZVPD.

```
14
Properties=species:S:1:pos:R:3
C 1.178 -1.486 0.031
C 0.110 -0.459 -0.331
C -1.118 -0.312 0.528
C -1.471 0.974 0.532
N -0.530 1.753 -0.163
C 0.574 0.987 -0.502
O 1.646 1.394 -0.897
H 0.751 -2.302 0.621
H 1.982 -1.037 0.617
H 1.630 -1.922 -0.866
H -0.256 -0.672 -1.351
H -1.650 -1.127 1.000
H -2.342 1.449 0.962
H -0.505 2.760 -0.179
```

The SMILES is C[C@H]1C=CNC1=O. The calculation puts the total energy at -324.7154 Ha. As for the energy above the lowest of the compared OMol25 structures with the same formula, charge and spin: 23.87 kJ/mol. As for the molecular weight: 97.12 g mol⁻¹. The value obtained for the strongest force on any atom is 0.6 eV/A. Its gap between HOMO and LUMO is 9.59 eV. Its spin multiplicity is 1.

No. 16
Below is an isolated molecule of C5H7NO, with properties calculated with wB97M-V/def2-TZVPD.

```
14
Properties=species:S:1:pos:R:3
C 0.959 -1.637 0.340
C -0.179 0.529 -0.627
C 0.214 -0.352 0.316
N 0.079 0.744 -1.943
C -1.037 1.436 0.257
C -0.531 0.358 1.413
O -1.845 0.542 1.090
H 0.461 -0.022 -2.475
H -0.572 1.341 -2.429
H -0.806 2.443 0.583
H -0.214 0.541 2.433
H 1.782 -1.598 1.056
H 0.311 -2.469 0.627
H 1.380 -1.856 -0.642
```

The SMILES is CC1=C(N)[C@H]2O[C@@H]12. The calculation puts the total energy at -324.5758 Ha. As for the energy above the lowest of the compared OMol25 structures with the same formula, charge and spin: 390.40 kJ/mol. As for the molecular weight: 97.12 g mol⁻¹. The value obtained for the strongest force on any atom is 3.8 eV/A. Its gap between HOMO and LUMO is 8.35 eV. Its spin multiplicity is 1.

No. 17
Below is a structure of composition C5H7NO, with properties calculated with wB97M-V/def2-TZVPD.

```
14
Properties=species:S:1:pos:R:3
N 2.252 -0.244 -0.941
C 1.083 -0.058 -0.201
O 0.633 -1.174 0.567
C -0.447 -1.391 -0.297
C -1.556 -0.488 0.243
C -0.952 0.833 0.729
C 0.320 1.027 -0.071
H 2.806 -0.964 -0.485
H 2.029 -0.568 -1.875
H -2.027 -1.072 1.048
H -2.297 -0.317 -0.544
H -0.718 0.774 1.797
H -1.643 1.669 0.606
H 0.518 1.972 -0.577
```

The calculation puts the total energy at -324.5593 Ha. As for the energy above the lowest of the compared OMol25 structures with the same formula, charge and spin: 433.73 kJ/mol. As for the molecular weight: 97.12 g mol⁻¹. The value obtained for the strongest force on any atom is 0.8 eV/A. Its gap between HOMO and LUMO is 8.46 eV. Its spin multiplicity is 1.

No. 18
Below is an isolated molecule of C5H7NO, with properties calculated with wB97M-V/def2-TZVPD.

```
14
Properties=species:S:1:pos:R:3
O 2.110 1.089 -0.735
C 1.926 -0.089 -0.496
N 1.085 -0.553 0.469
C 0.168 0.353 1.131
C -0.963 0.856 0.212
C -1.536 -0.219 -0.603
C -1.946 -1.115 -1.297
H 2.451 -0.902 -1.030
H 0.825 -1.528 0.424
H 0.741 1.215 1.485
H -0.244 -0.165 2.002
H -1.742 1.327 0.821
H -0.555 1.623 -0.455
H -2.320 -1.892 -1.927
```

The SMILES is C#CCCNC=O. The calculation puts the total energy at -324.6612 Ha. As for the energy above the lowest of the compared OMol25 structures with the same formula, charge and spin: 166.15 kJ/mol. As for the molecular weight: 97.12 g mol⁻¹. The value obtained for the strongest force on any atom is 0.5 eV/A. Its gap between HOMO and LUMO is 10.73 eV. Its spin multiplicity is 1.